Entry from the Open Molecules 2025 dataset: C26H42O44S10 as an isolated structure at a distorted geometry (the ωB97M-V functional and the def2-TZVPD basis).

Computed properties:
Spin multiplicity ... 1
Net charge ... -2
Molecular weight ... 1379.25 g mol⁻¹
E_HOMO ... -0.0862 hartree
ΔE to the lowest compared entry with this formula, charge and spin ... 1573.7 kcal per mole
Total energy ... -8305.69000 Eh

Geometry as XYZ:
```
122
C26H42O44S10 | the Open Molecules 2025 dataset | the ωB97M-V functional and the def2-TZVPD basis
C -14.53050 0.43645 -13.56148
O -10.93843 -0.58917 -17.29273
O -15.43974 -2.87209 -18.94208
C -11.30544 0.86235 -15.46956
H -9.76023 -2.57801 -9.19703
C -13.54567 1.57549 -13.72819
C -15.37973 -2.55558 -14.51138
H -13.32417 -5.75683 -14.23709
H -10.79536 -2.11666 -10.46173
S -12.88321 -4.33642 -17.70955
C -13.36246 -3.31101 -13.92821
S -17.77121 -2.55633 -15.07390
O -10.57956 -4.52632 -13.10451
O -18.89226 -2.78824 -14.09722
H -11.58846 -2.62173 -7.64143
H -13.49409 2.23573 -12.86244
C -14.64128 -0.74235 -16.49732
C -11.53440 -2.83295 -16.26941
H -16.10722 -0.74840 -13.41551
O -9.14603 -3.14977 -11.79289
H -12.75253 0.95987 -11.35756
H -10.41474 -1.14937 -15.47623
C -14.29681 -5.52542 -14.67127
O -14.83804 -6.58363 -15.33496
C -9.19006 1.23588 -13.13270
H -13.81773 0.17752 -18.25776
C -15.84372 -1.11082 -14.40915
C -10.50290 -1.82259 -9.45371
C -10.32598 -3.30174 -13.73954
H -15.29322 0.66923 -12.81840
C -11.65658 -1.82908 -8.38653
H -13.65833 -0.15818 -12.46840
H -8.78908 1.71004 -12.23688
O -12.77849 -2.82125 -17.00565
S -15.37820 2.25943 -15.35106
O -12.14866 -4.29069 -18.95064
H -12.07087 -0.35449 -11.56537
H -10.86477 1.60448 -11.93881
S -11.40466 0.86127 -17.92710
H -12.22262 -1.10207 -15.68213
C -11.57005 -4.15210 -15.55522
O -16.97717 0.15897 -12.20540
H -15.09347 -0.41470 -14.78419
O -16.92514 -5.13668 -16.27337
H -15.04670 1.26642 -17.54140
O -17.38323 -7.55602 -15.41518
O -12.84868 0.93739 -18.06851
O -15.38357 -0.58449 -10.21305
O -15.32509 0.70560 -14.78763
C -9.83584 -2.36682 -12.66441
H -13.63110 -4.04870 -14.66987
O -16.23748 3.19417 -14.64269
O -16.44225 -5.76932 -13.92055
H -9.64512 -3.38427 -14.58673
H -10.64525 -2.66908 -16.87823
H -15.43162 -4.07379 -13.56162
H -13.49910 -0.33103 -9.42743
O -13.50977 -4.76941 -12.27074
C -12.52129 -0.86715 -13.60143
C -11.26353 -0.66318 -15.95713
O -13.86233 2.32594 -14.87537
H -8.69854 0.29199 -13.36845
C -14.77475 0.22948 -17.73861
O -16.52998 -3.33848 -14.29394
H -14.13645 -0.57728 -13.48964
H -10.56317 0.95639 -14.67692
H -14.72122 -0.14838 -15.58687
O -14.78499 1.31541 -11.48165
O -11.00249 -4.44485 -10.64512
H -12.31179 1.13892 -15.15513
S -11.05022 0.56156 -8.95236
H -14.89072 -2.65864 -15.48006
C -13.68492 0.42934 -11.55068
S -16.55557 -6.31470 -15.45739
H -12.65429 -1.93749 -8.81185
O -10.91583 1.67622 -16.59909
O -14.24603 -4.89076 -17.71408
H -10.56611 -1.79872 -12.08816
C -15.22085 -5.14209 -13.61075
S -16.24609 0.62903 -11.03493
H -11.19869 0.34602 -13.18191
C -10.70564 1.29516 -12.97182
C -12.38027 -1.22187 -12.12956
O -11.67164 -0.53909 -7.90202
H -12.61467 1.09078 -14.02211
C -13.15961 -2.01309 -14.47921
O -9.03197 -5.68125 -11.32048
O -8.98195 2.11213 -14.17945
O -11.87873 -5.02746 -16.58748
S -16.21033 -1.95767 -18.08081
H -11.34074 -3.06585 -14.06006
C -14.01157 -0.53161 -10.36831
C -13.16663 -3.54402 -12.57493
O -17.65023 -2.16581 -17.99602
H -14.95125 -5.44685 -12.59954
O -12.09941 0.08565 -14.16042
O -9.79625 4.35525 -13.08358
O -15.45078 2.32378 -16.78516
H -14.00943 -4.65340 -15.25871
O -12.32561 -2.72367 -10.42868
H -11.68982 -2.02661 -15.55264
O -10.38602 1.74015 -8.31282
H -13.81700 -1.56140 -10.66790
H -14.52727 -2.88797 -13.91899
H -9.24625 -1.53172 -13.04267
O -16.85131 1.58210 -10.08560
O -9.94429 -0.49533 -9.48151
H -13.71215 -1.28433 -16.32106
O -15.54091 -1.79220 -16.60762
O -11.23535 2.33499 -13.85652
S -10.04130 3.41762 -14.16463
C -12.66816 -2.43549 -11.66088
H -12.40690 -4.35957 -14.88834
O -10.55920 1.16700 -19.05456
O -10.20755 3.95244 -15.48821
O -15.83872 -0.34940 -18.46116
S -9.97183 -4.60882 -11.57609
O -12.05945 0.80121 -9.97365
H -10.59145 -4.49127 -15.21550
O -17.05210 -1.05567 -15.08029
O -17.91375 -3.13702 -16.40866
O -13.40659 -1.88716 -15.70798
```

Löwdin atomic charge list, values in e, 6 entries:
1. C -0.172
2. O -0.125
3. O -0.255
4. C -0.228
5. H 0.131
6. C -0.120